{"formula": "C40H67BrIN9O5S3", "method": "ωB97M-V/def2-TZVPD", "gap_ev": 7.426, "e_tot_ha": -6499.40972, "e_homo_ev": -7.4, "largest_force_ev_per_a": 4.274, "species": ["C", "C", "C", "Br", "C", "C", "C", "C", "C", "C", "C", "C", "C", "C", "C", "C", "C", "N", "C", "C", "C", "C", "O", "S", "O", "O", "C", "S", "C", "O", "O", "C", "S", "C", "C", "N", "C", "I", "H", "H", "H", "H", "H", "H", "H", "H", "H", "H", "H", "H", "H", "H", "H", "H", "H", "H", "H", "H", "H", "H", "H", "H", "H", "H", "H", "H", "H", "H", "H", "H", "H", "H", "H", "H", "H", "H", "H", "H", "H", "H", "H", "H", "H", "H", "C", "C", "N", "H", "H", "H", "C", "C", "N", "H", "H", "H", "C", "C", "N", "H", "H", "H", "C", "C", "N", "H", "H", "H", "C", "C", "N", "H", "H", "H", "C", "C", "N", "H", "H", "H", "C", "C", "N", "H", "H", "H"], "positions_angstrom": [[4.9805, -3.0383, 2.1587], [5.3347, -2.0191, 1.0614], [4.6513, -2.2215, -0.3462], [4.2643, -4.1430, -0.4957], [3.3605, -1.3076, -0.5043], [2.5271, -1.9554, -1.6459], [1.5299, -1.0425, -2.4081], [0.0217, -1.2556, -2.0582], [-0.8149, -0.8892, -3.3159], [-2.2005, -0.3660, -2.9175], [-2.1347, 0.8830, -2.0250], [-3.5161, 1.4703, -1.6155], [-3.4710, 1.9671, -0.1401], [-4.7364, 1.5963, 0.6813], [-4.3598, 1.3657, 2.1643], [-3.6015, 0.0379, 2.4273], [-4.5229, -1.2083, 2.4896], [-4.3348, -2.1466, 1.3997], [-4.4589, -3.5003, 1.4958], [-4.2268, -4.0829, 0.2989], [-3.9486, -3.0293, -0.6550], [-4.0192, -1.9020, 0.0968], [2.7642, -1.4587, 0.8029], [1.4867, -0.5644, 1.1209], [0.2631, -1.2261, 0.8082], [1.4964, -0.2840, 2.5240], [1.6748, 0.9895, 0.1324], [0.6272, 2.2243, 1.0070], [0.1495, 3.6188, -0.0500], [1.0346, 2.6165, 2.3289], [-0.6363, 1.5210, 1.1632], [3.1997, 1.3287, -0.1551], [3.9178, 1.4058, 1.5916], [3.4577, 2.7193, -0.8082], [3.9538, 3.9017, 0.0451], [2.9715, 4.4789, 0.9706], [3.9511, 0.1030, -0.8029], [4.5743, 0.2892, -2.8801], [5.5724, -3.9552, 2.1152], [3.9111, -3.2411, 2.2558], [5.2653, -2.5711, 3.1178], [5.2232, -0.9945, 1.4252], [6.4085, -2.1554, 0.8531], [5.3594, -1.9980, -1.1470], [3.2312, -2.3521, -2.3816], [1.9386, -2.7619, -1.1970], [1.5866, -1.3352, -3.4692], [1.7707, 0.0282, -2.4217], [-0.2148, -0.4682, -1.3404], [-0.1769, -2.2682, -1.7074], [-0.9502, -1.8150, -3.8985], [-0.2818, -0.2010, -3.9878], [-2.8485, -1.1291, -2.4727], [-2.7149, -0.0687, -3.8498], [-1.5155, 1.6870, -2.4551], [-1.6704, 0.6176, -1.0625], [-4.2693, 0.6803, -1.7206], [-3.7960, 2.3034, -2.2747], [-3.3354, 3.0643, -0.1424], [-2.6131, 1.5568, 0.4110], [-5.3890, 2.4828, 0.6754], [-5.2992, 0.7544, 0.2603], [-5.2539, 1.3378, 2.8067], [-3.7220, 2.1912, 2.5098], [-3.1370, 0.1370, 3.4205], [-2.7651, -0.1006, 1.7299], [-5.5647, -0.8577, 2.5674], [-4.3406, -1.7664, 3.4158], [-4.7047, -4.1074, 2.3602], [-4.2207, -5.1260, 0.0088], [-3.7282, -3.0874, -1.7099], [-3.8562, -0.8640, -0.1718], [1.1266, 0.8014, -0.8021], [-0.9465, 3.6796, -0.0431], [0.4256, 3.4493, -1.0980], [0.5237, 4.5633, 0.3418], [5.2195, 1.6904, 1.3248], [4.1730, 2.7073, -1.6403], [2.5197, 3.0478, -1.2845], [4.1463, 4.6980, -0.7022], [4.9443, 3.7437, 0.4784], [2.7711, 5.4335, 0.6976], [3.3643, 4.5251, 1.9029], [4.9360, 0.1155, -0.3334], [-3.6923, 5.5781, 3.8615], [-3.3945, 5.2290, 2.4700], [-3.1558, 4.9540, 1.3768], [-2.7689, 5.6207, 4.4367], [-4.1842, 6.5482, 3.9013], [-4.3481, 4.8267, 4.2974], [-0.8784, 1.7756, 4.5973], [-1.8719, 2.6788, 5.1843], [-2.6523, 3.3914, 5.6464], [-0.2533, 1.3503, 5.3808], [-1.3799, 0.9695, 4.0643], [-0.2524, 2.3234, 3.8951], [7.3037, 5.7346, -1.1053], [7.1710, 4.2756, -1.0849], [7.0680, 3.1284, -1.0687], [7.4933, 6.1019, -0.0984], [8.1318, 6.0205, -1.7508], [6.3864, 6.1834, -1.4821], [-4.6307, 2.0786, 8.0141], [-5.9778, 1.5019, 7.9712], [-7.0369, 1.0497, 7.9374], [-3.8878, 1.2918, 7.9000], [-4.5083, 2.7989, 7.2081], [-4.4742, 2.5806, 8.9672], [3.1420, -6.6180, -3.7549], [2.6703, -5.3123, -4.2356], [2.3005, -4.2900, -4.6180], [3.9323, -6.4806, -3.0205], [2.3181, -7.1612, -3.2936], [3.5280, -7.1955, -4.5841], [-6.1544, 0.7547, -5.4783], [-5.8274, -0.1302, -4.3576], [-5.5700, -0.8232, -3.4745], [-7.2103, 1.0165, -5.4461], [-5.5596, 1.6642, -5.4155], [-5.9401, 0.2526, -6.4199], [4.0665, -10.4492, -5.5481], [4.7821, -9.4258, -4.7812], [5.3436, -8.6204, -4.1783], [4.4542, -11.4349, -5.2986], [3.0046, -10.4134, -5.3110], [4.2002, -10.2724, -6.6135]], "lowdin_charge": [-0.171, -0.271, -0.566, 0.812, -0.518, -0.218, -0.237, -0.188, -0.194, -0.209, -0.205, -0.186, -0.214, -0.191, -0.199, -0.166, -0.119, -0.098, -0.136, -0.107, -0.078, -0.117, -0.193, 0.602, -0.227, -0.269, -0.328, 0.651, -0.102, -0.335, -0.351, -0.611, 0.902, -0.221, -0.327, 0.000, -0.584, 1.039, 0.055, 0.061, 0.079, 0.062, 0.113, 0.063, 0.062, 0.100, 0.099, 0.053, 0.048, 0.124, 0.114, 0.111, 0.081, 0.101, 0.116, 0.076, 0.066, 0.104, 0.071, 0.056, 0.104, 0.101, 0.106, 0.089, 0.086, 0.103, 0.123, 0.121, 0.115, 0.087, 0.083, 0.096, 0.093, 0.052, 0.064, 0.054, -0.076, 0.032, 0.102, 0.108, 0.067, 0.073, 0.073, 0.038, -0.088, -0.249, 0.151, 0.062, 0.080, 0.065, -0.035, -0.219, 0.136, 0.094, 0.067, 0.050, -0.060, -0.271, 0.154, 0.085, 0.084, 0.079, -0.085, -0.284, 0.114, 0.077, 0.040, 0.080, -0.088, -0.266, 0.130, 0.060, 0.086, 0.034, -0.065, -0.261, 0.159, 0.081, 0.079, 0.080, -0.059, -0.265, 0.144, 0.083, 0.083, 0.084]}



{"formula": "C6H16O8S", "method": "ωB97M-V/def2-TZVPD", "gap_ev": [10.405, 2.691], "e_tot_ha": -1237.79905, "e_homo_ev": [-13.4, -13.2], "s_squared": 0.755, "total_charge": 1, "multiplicity": 2, "largest_force_ev_per_a": 4.060, "species": ["C", "C", "O", "S", "O", "O", "O", "H", "H", "H", "H", "C", "C", "O", "O", "H", "H", "H", "H", "H", "H", "C", "C", "O", "O", "H", "H", "H", "H", "H", "H"], "positions_angstrom": [[3.3363, -1.1194, 1.1595], [3.3458, -0.3618, 2.4235], [4.6431, -0.4813, 2.8612], [5.1923, -2.0335, 2.6535], [4.6959, -2.8375, 3.7573], [6.5841, -2.2232, 2.2326], [4.1570, -2.1892, 1.3384], [3.8477, -0.4458, 0.4718], [2.3939, -1.4717, 0.7402], [2.5315, -0.7714, 3.0212], [3.2346, 0.7191, 2.3375], [-4.1888, -0.6530, -1.0851], [-4.3839, 0.7229, -1.6691], [-4.3792, 1.6299, -0.5540], [-5.2815, -1.0914, -0.3477], [-3.2594, -0.6526, -0.5155], [-4.1525, -1.3075, -1.9560], [-5.3344, 0.8755, -2.1802], [-3.6250, 0.9637, -2.4136], [-4.3229, 0.9676, 0.1386], [-5.3903, -1.9687, -0.7221], [-0.6238, 1.4063, -0.8854], [0.8248, 1.9328, -1.0481], [1.6517, 0.7027, -0.9626], [-1.0705, 0.6935, -2.0713], [-1.2582, 2.2921, -0.9165], [-0.6134, 0.8454, 0.0491], [1.0717, 2.5078, -0.1556], [0.9559, 2.4988, -1.9704], [1.4466, 0.1218, -1.6989], [-2.0291, 0.7285, -2.0321]], "lowdin_spin": [0.078, 0.045, 0.032, -0.013, 0.053, 0.015, 0.191, 0.045, 0.006, 0.018, 0.002, 0.000, 0.002, 0.015, 0.000, 0.000, 0.000, 0.001, 0.001, 0.000, 0.000, 0.069, 0.056, 0.332, 0.024, 0.010, 0.001, 0.000, 0.012, 0.003, 0.002]}



{"formula": "C4H29N3O8", "method": "ωB97M-V/def2-TZVPD", "gap_ev": 9.802, "e_tot_ha": -935.95152, "e_homo_ev": -9.4, "largest_force_ev_per_a": 3.105, "species": ["C", "N", "C", "C", "N", "C", "N", "H", "H", "H", "H", "H", "H", "H", "H", "H", "H", "H", "H", "H", "H", "H", "O", "H", "H", "O", "H", "H", "O", "H", "H", "O", "H", "H", "O", "H", "H", "O", "H", "H", "O", "H", "H", "O"], "positions_angstrom": [[-2.5473, 0.9431, 1.3859], [-1.4822, 1.4847, 2.2172], [-2.3936, -0.5112, 0.9550], [-3.7227, -1.0429, 0.3882], [-1.2399, -0.6702, 0.0707], [-0.5796, -1.9726, 0.1760], [0.6301, -1.9450, -0.6724], [-3.4848, 1.1490, 1.8898], [-2.4931, 1.4856, 0.4329], [-0.6026, 1.1277, 1.8654], [-1.5035, 1.3567, 3.2138], [-2.2580, -1.0638, 1.8913], [-4.0523, -1.9609, 0.8979], [-4.5452, -0.3514, 0.5691], [-3.7182, -1.4355, -0.6301], [-1.5575, -0.6385, -0.8941], [-1.1460, -2.8295, -0.1859], [-0.1251, -2.1286, 1.1497], [1.2989, -1.2233, -0.4651], [0.3840, -2.0704, -1.6401], [2.7061, 1.1283, 2.4131], [1.6405, 1.6205, 3.4448], [1.7695, 1.1314, 2.6318], [4.1832, -1.2485, 1.6830], [3.3417, -0.4490, 0.7633], [3.8561, -0.3438, 1.5892], [3.6704, 0.1571, -1.0238], [2.0821, -0.1906, -1.2478], [2.9622, -0.4864, -0.9595], [3.0006, -3.7217, 0.6273], [2.5787, -2.6289, 1.5480], [3.1397, -3.4014, 1.5262], [1.1176, 0.0144, -3.4634], [-0.3141, -0.1175, -3.7955], [0.5432, -0.4160, -4.1066], [-1.0677, 3.1971, -0.2779], [-2.2825, 3.8843, -0.1569], [-1.7253, 3.5861, -0.8669], [1.1189, 1.1463, 0.3239], [-0.1433, 0.5732, -0.2887], [0.7352, 0.9019, -0.5262], [-2.1995, 2.3860, -2.2225], [-1.5449, 2.6344, -3.5334], [-1.9008, 1.9054, -3.0149]], "nbo_charge": [-0.215, -0.865, -0.078, -0.644, -0.669, -0.052, -0.870, 0.198, 0.175, 0.366, 0.366, 0.194, 0.218, 0.217, 0.216, 0.372, 0.177, 0.190, 0.371, 0.368, 0.505, 0.476, -0.981, 0.488, 0.484, -1.000, 0.497, 0.510, -0.991, 0.479, 0.467, -0.945, 0.464, 0.478, -0.939, 0.486, 0.474, -0.942, 0.484, 0.493, -1.009, 0.494, 0.469, -0.977]}



{"formula": "C53H50N5O4P2SSiW", "method": "ωB97M-V/def2-TZVPD", "gap_ev": 6.307, "e_tot_ha": -4062.09059, "e_homo_ev": -4.0, "total_charge": -1, "largest_force_ev_per_a": 1.244, "species": ["W", "C", "P", "C", "C", "C", "C", "C", "C", "C", "C", "C", "C", "C", "C", "C", "C", "C", "C", "C", "P", "C", "C", "C", "C", "C", "C", "C", "C", "C", "C", "C", "C", "N", "H", "H", "H", "H", "H", "H", "H", "H", "H", "H", "H", "H", "H", "H", "H", "H", "H", "H", "H", "H", "H", "H", "H", "H", "H", "H", "C", "C", "C", "C", "C", "C", "N", "N", "Si", "C", "C", "C", "H", "H", "H", "H", "H", "H", "H", "H", "H", "H", "H", "H", "H", "H", "H", "O", "C", "N", "O", "S", "O", "N", "C", "O", "C", "C", "C", "C", "C", "C", "H", "H", "H", "H", "C", "C", "C", "C", "C", "C", "H", "H", "H", "H", "H"], "positions_angstrom": [[0.2394, 0.3727, 0.4263], [2.2749, -0.7269, 2.9688], [2.3795, -0.9480, 1.1678], [4.0798, -0.4765, 0.6695], [4.3641, -0.2742, -0.6789], [5.6494, 0.0376, -1.0859], [6.6675, 0.1522, -0.1454], [6.3952, -0.0628, 1.1952], [5.1045, -0.3869, 1.6000], [2.6448, -2.7587, 0.9545], [2.5815, -3.6573, 2.0093], [2.8602, -5.0057, 1.8014], [3.1987, -5.4592, 0.5376], [3.2562, -4.5660, -0.5253], [2.9805, -3.2272, -0.3140], [0.8195, -0.8531, 3.2977], [0.2023, -1.1474, 4.4904], [-1.1838, -0.8906, 4.3037], [-1.3349, -0.4507, 3.0091], [-2.4995, 0.2287, 2.3584], [-2.6158, -0.3104, 0.6163], [-3.3209, -2.0005, 0.7678], [-3.2197, -2.8471, -0.3326], [-3.7789, -4.1168, -0.3132], [-4.4457, -4.5600, 0.8184], [-4.5515, -3.7252, 1.9245], [-3.9945, -2.4559, 1.8994], [-4.1315, 0.5507, 0.0168], [-4.8013, 0.0716, -1.1077], [-5.9189, 0.7258, -1.6016], [-6.3778, 1.8817, -0.9835], [-5.7113, 2.3745, 0.1269], [-4.5978, 1.7120, 0.6238], [-0.1227, -0.4853, 2.3655], [2.6296, 0.2865, 3.1847], [2.8913, -1.4235, 3.5385], [3.5620, -0.3068, -1.4067], [5.8509, 0.2194, -2.1334], [7.6696, 0.4138, -0.4601], [7.1838, 0.0235, 1.9320], [4.9013, -0.5497, 2.6511], [2.2821, -3.3278, 2.9946], [2.7994, -5.6959, 2.6331], [3.4159, -6.5080, 0.3780], [3.5051, -4.9114, -1.5203], [3.0102, -2.5450, -1.1551], [0.6910, -1.4587, 5.4000], [-1.9640, -0.9638, 5.0451], [-2.2723, 1.3017, 2.3234], [-3.4329, 0.1060, 2.9081], [-2.6658, -2.5248, -1.2093], [-3.6732, -4.7630, -1.1750], [-4.8756, -5.5530, 0.8430], [-5.0615, -4.0659, 2.8164], [-4.0739, -1.8335, 2.7782], [-4.4514, -0.8220, -1.6113], [-6.4204, 0.3395, -2.4793], [-7.2404, 2.4045, -1.3762], [-6.0309, 3.2975, 0.5924], [-4.0704, 2.1445, 1.4619], [-0.5358, -3.5154, 1.7700], [-0.2223, -3.1893, 0.3360], [-0.2004, -4.2470, -0.5534], [-0.0513, -4.0003, -1.9165], [0.0547, -2.7173, -2.3782], [0.0297, -1.6498, -1.4354], [-0.0891, -1.9146, -0.1051], [0.1090, -0.3393, -1.6690], [-0.3880, 0.2042, -3.2620], [-2.0213, -0.5945, -3.7212], [-0.7343, 2.0076, -3.5330], [0.9589, -0.2358, -4.5058], [-1.6175, -3.5796, 1.8842], [-0.1200, -4.4927, 2.0116], [-0.1773, -2.7864, 2.4842], [-0.3154, -5.2504, -0.1677], [-0.0216, -4.8273, -2.6176], [0.1636, -2.5078, -3.4306], [-2.8172, -0.0493, -3.2048], [-2.0986, -1.6478, -3.4525], [-2.2054, -0.5053, -4.7947], [-1.6198, 2.3534, -2.9999], [-0.9655, 2.0573, -4.6034], [0.0822, 2.7021, -3.3430], [0.5239, -0.6386, -5.4248], [1.6795, -0.9614, -4.1265], [1.5134, 0.6665, -4.7746], [0.9502, 3.1109, 3.9352], [0.6614, 2.5145, 2.9387], [0.3744, 1.9544, 1.9430], [-3.2143, 5.1779, -2.3098], [-2.9633, 4.8230, -0.9399], [-3.9577, 5.1398, 0.0485], [-2.5424, 3.2526, -0.8383], [-1.2989, 3.0901, -0.4612], [-0.8104, 1.9232, -0.3248], [-0.5538, 4.3900, -0.1744], [0.7293, 4.6160, 0.2864], [1.1424, 5.9357, 0.4470], [0.2902, 6.9969, 0.1616], [-1.0084, 6.7708, -0.2794], [-1.3957, 5.4553, -0.4333], [1.3834, 3.7958, 0.5276], [2.1451, 6.1285, 0.8056], [0.6372, 8.0137, 0.2995], [-1.6895, 7.5840, -0.4889], [4.0377, 3.3599, -1.0253], [3.1388, 2.8378, -1.9406], [2.1322, 1.9720, -1.5188], [1.9693, 1.5943, -0.1886], [2.8877, 2.1522, 0.7119], [3.9064, 3.0031, 0.3125], [4.8200, 4.0383, -1.3415], [3.2072, 3.1064, -2.9889], [1.4701, 1.5786, -2.2693], [2.7964, 1.9440, 1.7702], [4.5902, 3.3998, 1.0542]], "lowdin_charge": [1.433, -0.263, 1.073, -0.343, -0.108, -0.071, -0.092, -0.085, -0.077, -0.313, -0.092, -0.082, -0.092, -0.080, -0.094, -0.418, -0.064, -0.057, -0.392, -0.294, 1.104, -0.346, -0.121, -0.079, -0.092, -0.086, -0.081, -0.331, -0.105, -0.086, -0.087, -0.088, -0.108, -0.154, 0.086, 0.083, 0.103, 0.105, 0.096, 0.098, 0.100, 0.099, 0.102, 0.097, 0.104, 0.102, 0.092, 0.092, 0.079, 0.086, 0.093, 0.104, 0.096, 0.099, 0.097, 0.086, 0.097, 0.098, 0.101, 0.099, -0.006, -0.326, -0.079, -0.080, -0.058, -0.498, -0.017, -0.143, 0.410, -0.155, -0.159, -0.174, 0.073, 0.082, 0.046, 0.112, 0.106, 0.084, 0.021, 0.013, 0.034, 0.022, 0.044, 0.031, 0.028, 0.019, 0.024, 0.022, -0.504, 0.007, -0.305, 0.626, -0.305, -0.008, -0.439, -0.250, -0.092, 0.008, -0.049, -0.078, -0.042, -0.224, 0.072, 0.105, 0.099, 0.116, -0.103, -0.087, -0.144, -0.326, -0.189, -0.092, 0.093, 0.098, 0.028, 0.081, 0.104]}